Entry 1:
A cluster of 10 separate species, C30H60O10 in total in a non-equilibrium geometry, computed with the ωB97M-V functional and the def2-TZVPD basis.

Output
HOMO-LUMO gap = 0.349 Eh
energy above the lowest of the compared OMol25 structures with the same formula, charge and spin = 2.194 eV

XYZ file:
```
100
Properties=species:S:1:pos:R:3:forces:R:3
O 0.6767 -4.1177 0.5442 0.1 0.4 -0.2
O -1.1390 5.2287 2.7100 0.1 0.2 0.1
O 1.7863 2.1166 -5.2793 -0.6 0.1 -0.2
O -4.5742 -1.4667 4.8297 0.2 -0.4 0.2
O 4.3783 4.8994 1.8177 -0.7 -0.1 -0.6
O 1.9616 -1.1673 -2.9059 -0.4 -0.1 -0.1
O -3.0489 -1.9797 -2.0462 -0.3 -0.5 0.1
O 0.1445 3.2719 -1.6149 0.3 -0.3 0.0
O -1.7507 0.6918 0.1188 0.1 0.0 -0.2
O -1.9991 -4.6371 6.4016 0.3 -0.2 -0.1
C -2.1239 3.2267 1.9102 0.0 -0.4 1.6
C -0.3042 -3.2751 7.3817 0.0 -1.4 0.5
C 2.9728 -1.7711 -3.1578 1.2 0.0 0.5
C -0.9418 2.9725 -3.7468 0.3 0.0 1.1
C 2.9620 2.0379 -3.2603 -0.4 0.0 0.6
C 0.6245 0.6238 0.2331 -1.3 0.4 -0.6
C -1.3312 -0.7124 -3.0988 -0.4 -0.7 0.4
C -4.5502 -2.5919 2.7580 0.3 0.2 -0.1
C -0.7631 0.1061 0.5077 -0.2 -0.6 0.3
C -1.2327 -3.7101 6.2864 -0.6 1.1 -0.4
C -0.4155 3.7625 -2.5661 -0.4 0.8 -0.3
C -1.1965 -4.1872 -0.9413 -0.4 0.4 -0.3
C -5.0860 -3.8108 4.9705 0.1 1.1 0.1
C -0.3162 -6.2469 0.2905 0.0 -0.2 -0.2
C -0.1791 -4.7717 -0.0058 0.0 -0.6 0.2
C -0.8955 -1.1404 1.3624 0.5 -0.1 -0.9
C -0.9595 4.1303 2.2404 -0.7 0.2 -0.4
C 4.2459 3.9967 1.0111 0.9 -0.1 1.7
C -4.6989 -2.5293 4.2576 -0.8 0.5 -0.2
C 3.0162 3.1199 0.9990 0.4 -0.2 -1.3
C 3.4541 3.7667 -5.1411 0.9 1.1 -0.1
C -3.7401 0.1792 -2.7349 -1.0 -1.0 -0.8
C -2.7398 -0.9576 -2.5970 0.8 1.6 -0.1
C 2.6247 2.6464 -4.5929 0.9 -0.7 -0.5
C -0.7267 5.2512 -2.6086 0.5 -0.7 0.8
C 5.4694 3.5929 0.2332 0.0 -0.1 -0.2
C -1.3426 -2.7438 5.1212 0.6 0.5 -0.6
C 0.4240 3.6273 1.9823 -0.5 -0.6 0.5
C 3.4977 -1.9548 -4.5686 -0.4 0.8 0.1
C 3.8998 -2.2792 -2.0600 -0.3 -0.2 -0.2
H -0.8893 3.5767 -4.6468 0.1 -0.3 -0.2
H -3.8382 0.7700 -1.8284 0.1 -0.1 0.1
H 0.6659 1.4635 0.9337 0.9 -0.6 -0.1
H -1.8068 5.3056 -2.7406 0.1 0.6 -0.3
H 3.1035 2.2922 0.2918 0.2 0.1 -0.2
H 2.8680 -2.6892 -5.0683 0.3 -0.1 -0.2
H -1.8419 2.2310 2.2679 0.0 -0.2 -0.9
H -1.9932 2.7767 -3.5194 0.0 -0.1 -0.1
H -0.3868 2.0381 -3.7614 -0.1 0.0 -0.5
H -0.0478 -4.1587 7.9743 -0.1 0.1 0.0
H 2.7183 0.9783 -3.3114 -0.1 0.1 0.0
H 0.4545 -6.6169 0.9612 0.0 0.2 0.1
H 2.1814 3.7266 0.6402 0.8 -0.2 0.2
H -3.9636 -3.4704 2.4812 -0.1 0.0 -0.2
H 4.8906 -1.8480 -2.2180 0.0 0.2 0.1
H 1.0773 4.1833 2.6513 0.4 0.1 -0.5
H -0.8272 -3.3337 -1.5047 0.2 0.0 0.2
H 4.5629 -2.1653 -4.5937 -0.1 -0.5 0.0
H -4.6501 -0.3974 -2.9483 -0.3 0.5 0.5
H 3.5077 -2.0547 -1.0714 0.0 0.1 0.0
H -4.1332 -4.2501 5.2789 -0.2 -0.6 -0.1
H -0.9279 -2.6593 8.0331 0.4 0.4 0.0
H 3.3730 -0.9933 -5.0756 -0.2 -0.1 -0.1
H -1.3008 -6.4190 0.7321 0.0 -0.1 -0.1
H -5.5266 -2.6292 2.2699 -0.1 -0.3 0.2
H -5.7225 -4.4112 4.3260 0.4 -0.4 0.0
H -1.5423 -3.2344 4.1678 -0.4 -0.1 0.2
H 3.9826 2.1480 -2.9021 0.1 0.3 -0.2
H -1.3270 -0.2970 -4.1032 0.1 0.0 -0.1
H 1.3686 -0.1620 0.2688 0.3 0.3 0.3
H -1.6452 -4.8801 -1.6529 0.3 -0.3 0.1
H -2.0799 -1.9593 5.3140 -0.4 -0.4 0.1
H 0.5609 1.0995 -0.7475 0.3 -0.1 0.0
H 0.6251 -2.8321 7.0420 -0.2 0.5 0.0
H -0.8202 -1.6717 -3.0265 0.3 0.2 -0.3
H -0.1194 5.7367 -3.3717 -0.5 0.0 -0.4
H 0.7079 3.6047 0.9271 -0.8 0.8 0.3
H 5.9276 4.4451 -0.2662 -0.2 0.0 -0.2
H -0.8366 -0.0238 -2.4133 0.0 0.2 -0.1
H -0.4205 5.6860 -1.6575 -0.2 0.0 0.1
H 6.2020 3.3061 0.9896 0.0 -0.3 0.0
H -1.7960 -1.6628 1.0436 -0.3 0.2 0.6
H -0.4517 -2.1338 4.9419 0.3 -0.4 0.3
H -5.6464 -3.5462 5.8658 0.1 0.0 0.1
H -2.0489 -3.8033 -0.3730 0.1 0.0 0.2
H -4.0906 -1.6729 2.3969 0.2 -0.1 0.1
H 0.5096 2.5560 2.1996 -0.2 0.3 0.6
H -2.9521 3.4413 2.5900 -0.1 0.6 -0.4
H -0.2542 -6.8208 -0.6372 -0.2 0.0 0.0
H -0.8457 -0.8545 2.4128 -0.3 -0.1 0.1
H 3.5930 3.7305 -6.2216 -0.4 -0.4 0.0
H 4.4604 3.7947 -4.7158 -0.1 -0.2 0.2
H -3.6621 0.8260 -3.6087 0.7 0.1 0.1
H 3.0524 4.7663 -4.9481 -0.3 -0.2 0.2
H 4.0523 -3.3586 -2.1421 -0.1 0.0 -0.1
H -2.4368 3.2794 0.8734 0.1 -0.3 -0.1
H -0.0691 -1.8237 1.1548 0.1 0.1 0.1
H 5.2689 2.7595 -0.4376 0.2 0.1 -0.1
H 2.8086 2.6377 1.9520 0.0 0.6 0.2
H 2.2943 2.4762 -2.5100 0.0 0.0 0.1
```
Forces are in eV/Å.



Entry 2:
A structure of composition C30H60P2PtSi2 in a non-equilibrium geometry, computed with the ωB97M-V functional and the def2-TZVPD basis.

Output
2S+1 = 5
HOMO-LUMO gap (spin up / spin down) = 0.248 / 0.230 Eh
charge = +2

XYZ file:
```
95
Properties=species:S:1:pos:R:3:forces:R:3
Pt -1.3440 0.5409 -1.1923 1.1 -0.1 -0.5
P -1.1710 -1.4728 -3.5409 1.8 -1.1 0.5
P -1.0478 -4.4884 -3.8344 0.8 -1.9 0.7
Si -3.3296 0.2608 1.6951 -0.4 0.3 0.1
Si -3.7510 1.9763 -1.1223 -0.9 0.5 0.1
C 2.5039 -0.7582 -1.2447 0.3 -0.4 -0.3
C -3.1207 1.8575 2.6579 0.1 0.3 0.1
C -2.0258 -3.9629 -0.5449 -0.1 -0.1 -0.3
C -0.0798 -3.8271 0.9548 -0.8 -1.1 1.0
C 0.0162 1.8213 -0.0267 1.4 -0.7 -1.3
C 0.2603 1.6567 2.5549 -0.2 0.2 0.4
C -0.3117 3.2685 -0.0666 -0.5 0.3 0.0
C 0.7763 -4.7502 -1.3605 0.1 -0.8 0.2
C 1.2296 0.0351 0.8424 0.3 -0.5 -0.3
C 0.9932 -3.8574 -0.0926 0.6 0.4 -0.2
C 1.1956 1.8465 -2.3525 -0.3 -0.2 -0.5
C -2.1376 -0.9866 2.4265 0.3 -0.4 -0.2
C -3.1003 0.4109 -0.2075 -1.2 -0.6 0.9
C -3.9009 3.5092 -0.0400 0.0 0.0 0.1
C -1.3875 -4.0924 0.7859 0.8 0.0 0.6
C -5.4668 1.4276 -1.6731 0.0 -0.1 0.1
C -2.2475 -5.6083 -3.0904 -0.6 -0.5 -0.4
C 0.2786 -1.1421 -4.5917 -0.2 0.4 -0.6
C 0.4466 1.1530 1.1783 -0.5 0.3 -0.1
C -0.4046 -2.6826 -2.1695 0.5 2.3 -0.1
C -2.5388 -0.3865 -4.0312 -0.9 0.1 -0.9
C 0.2297 -4.0109 -2.6135 -0.8 1.7 0.1
C 0.6932 1.0979 -1.1668 0.3 1.2 2.1
C -1.8691 -3.0037 -4.3997 -0.5 -0.1 -0.5
C -1.6288 -2.6613 -1.2488 -0.6 -0.2 0.4
C 1.8730 -0.8413 1.8612 0.1 -0.3 0.1
C -5.0805 -0.3434 2.0197 0.0 -0.1 -0.1
C -0.1717 -5.4486 -5.0737 -0.3 -0.1 -0.6
C -2.8952 2.6354 -2.7011 0.5 0.0 -0.3
C 1.4384 -0.0069 -0.5466 -0.3 0.5 0.3
H -0.3612 2.5560 2.5877 0.1 -0.2 0.0
H 1.1044 -3.8124 -3.2515 -0.3 0.3 0.0
H -3.1558 -0.8626 -4.8037 0.0 0.3 0.0
H -5.9912 0.8985 -0.8653 0.1 0.1 -0.2
H 2.1498 2.3505 -2.1219 -0.3 -0.1 -0.1
H 1.7554 -5.1816 -1.6279 -0.4 0.2 0.0
H -5.0487 -1.1325 2.7848 -0.1 0.2 -0.2
H -2.5075 2.6098 2.1521 -0.1 -0.1 0.2
H -2.6482 1.6382 3.6269 -0.2 0.1 -0.2
H -2.6232 -1.9665 2.5340 0.2 0.2 -0.1
H 0.5810 3.8920 0.1118 -0.2 -0.2 -0.1
H -4.6259 3.3866 0.7725 0.1 0.0 -0.1
H 2.4175 -1.6595 1.3774 -0.1 0.1 0.2
H -1.8094 -0.6684 3.4267 -0.2 -0.1 -0.2
H 1.1324 -1.2731 2.5545 0.2 0.2 -0.2
H -4.2591 4.3287 -0.6811 0.0 -0.2 0.1
H -2.9559 3.8451 0.3980 -0.3 -0.1 -0.1
H 0.4633 2.5973 -2.6697 0.3 0.0 0.0
H -1.0583 3.5135 0.6958 0.3 0.0 -0.1
H -4.1007 2.3080 2.8677 0.3 -0.1 -0.1
H -2.0069 -4.4811 1.5977 0.2 0.7 0.1
H -1.8424 -6.1769 -2.2409 -0.1 0.2 -0.4
H 3.4647 -0.2225 -1.1798 -0.2 0.0 -0.1
H 0.2997 -3.7670 1.9868 -0.2 -0.3 -0.5
H 1.3492 1.1589 -3.1917 0.2 0.3 0.1
H -5.4068 0.7709 -2.5529 -0.1 0.1 0.2
H -2.7828 3.7244 -2.5710 0.0 -0.3 0.0
H -0.7569 3.5327 -1.0283 0.2 0.2 0.1
H 0.3911 -2.0016 -1.8268 -0.5 -0.5 0.2
H -2.9449 -3.1060 -4.1744 0.4 0.0 0.0
H -1.5062 -1.8343 -0.5219 0.0 -0.6 -0.1
H -1.7834 -2.8899 -5.4932 0.0 -0.1 0.4
H 2.5915 -0.2704 2.4717 -0.2 -0.1 -0.2
H -6.0526 2.3178 -1.9447 0.1 -0.2 0.0
H -1.6846 -4.7965 -1.1447 -0.1 0.1 0.1
H -3.1723 -0.1899 -3.1593 0.1 0.0 -0.3
H 0.4407 -0.0580 -4.5963 0.1 -0.3 -0.2
H 0.0947 -1.4648 -5.6272 0.1 0.2 0.2
H 1.8962 -4.2447 0.4174 -0.4 0.1 -0.3
H -1.8820 2.2441 -2.9304 -0.4 0.2 0.0
H 0.4385 -6.2075 -4.5582 -0.2 0.3 -0.1
H -2.5310 -2.3379 -1.8042 0.2 -0.2 -0.1
H 0.4768 -4.8173 -5.6987 -0.2 -0.2 0.2
H -5.7138 0.4719 2.3954 0.1 -0.3 -0.2
H 2.2720 -0.8821 -2.3084 0.1 0.1 0.1
H -2.5490 -6.3506 -3.8365 0.0 0.2 -0.1
H 2.6848 -1.7523 -0.8210 0.0 0.3 -0.1
H -3.5197 2.4762 -3.5996 0.2 -0.1 0.4
H 1.1920 -1.6439 -4.2428 -0.4 0.2 0.1
H -0.2131 0.8935 3.1902 0.2 0.2 -0.1
H -5.5382 -0.7602 1.1138 0.0 0.0 0.2
H -1.2458 -1.1295 1.8043 0.0 0.0 0.1
H -3.5930 -0.5176 -0.5993 0.2 0.5 0.2
H 1.2544 -2.8240 -0.3544 0.0 -0.5 -0.1
H -2.1233 0.5449 -4.4185 -0.1 0.0 0.1
H -3.1465 -5.0484 -2.7909 0.4 -0.3 0.0
H 0.1622 -5.6131 -1.0700 0.1 0.2 -0.1
H -0.9121 -5.9650 -5.7038 0.4 0.2 0.0
H 1.2291 1.9202 3.0143 -0.2 -0.2 -0.1
H -3.1240 -4.0467 -0.5312 0.4 0.0 0.4
```
Forces are in eV/Å.